{"formula": "C4H6NOS2", "method": "ωB97M-V/def2-TZVPD", "total_charge": 1, "e_above_lowest_ev": 2.8846, "energy_ha": -1081.977038, "lumo_energy_ev": -5.14, "e_homo_ev": -14.027, "homo_lumo_gap_ev": 8.9, "elements": ["C", "C", "C", "C", "N", "O", "S", "S", "H", "H", "H", "H", "H", "H"], "coordinates": [[-1.313, -1.317, 0.098], [-0.129, 1.691, -1.342], [0.350, -0.653, 1.663], [1.021, 0.726, -1.146], [-0.342, -0.609, 0.425], [0.362, 0.745, -2.261], [2.017, 0.149, 1.533], [2.252, -0.061, -0.556], [-1.548, -1.047, -0.916], [-1.775, -2.247, 0.488], [-1.117, 1.430, -1.065], [0.064, 2.745, -1.396], [-0.251, 0.092, 2.252], [0.411, -1.643, 2.222]]}